(1)
A structure of composition BaH14O7, computed with wB97M-V/def2-TZVPD.

XYZ file:
```
22
Properties=species:S:1:pos:R:3:forces:R:3
Ba 0.232555 -0.455570 0.034854 0.081 0.182 0.070
O -1.959143 0.024578 1.549623 -0.148 0.299 0.272
H -2.395639 0.887907 1.587752 -0.013 -0.198 0.041
H -2.362519 -0.490495 2.262663 0.026 0.049 -0.164
O 0.718556 0.021085 -2.609851 0.263 0.076 -0.315
H 1.538981 -0.281885 -3.028578 -0.191 0.058 0.013
H 0.324209 0.621876 -3.256463 0.066 -0.154 0.014
O -0.468036 2.130445 -0.685073 -0.215 0.200 0.227
H -0.943927 2.506011 -1.439777 0.130 0.033 0.142
H -0.557204 2.793800 0.018153 0.042 -0.044 -0.243
O -1.970897 -1.025463 -1.435612 -0.266 -0.005 -0.326
H -2.554090 -1.767941 -1.652287 0.109 0.101 0.113
H -2.276582 -0.309882 -2.009787 -0.056 -0.176 0.039
O -0.538962 -2.679854 1.243901 -0.060 -0.621 0.368
H -0.403332 -2.843380 2.191009 -0.008 -0.015 -0.197
H -0.854908 -3.531182 0.900960 0.053 0.184 0.053
O 2.779229 0.611660 -0.355454 0.345 0.216 -0.065
H 2.818380 1.498521 -0.748131 0.009 -0.206 0.048
H 3.692669 0.286164 -0.395485 -0.193 0.050 0.058
O 1.419722 0.558826 2.385473 0.330 0.023 -0.104
H 2.265235 0.934780 2.092312 -0.155 -0.072 0.114
H 1.495711 0.509993 3.349802 -0.150 0.020 -0.159
```
Forces are in eV/Å.

Output
* relative energy (zero: lowest compared OMol25 entry of this formula, charge and spin): 6.1 kJ/mol
* HOMO energy: -18.83 eV
* max |F|: 0.7 eV/Å
* DFT total energy: -15243.20235 eV
* charge: +2
* HOMO-LUMO gap: 12.54 eV

Here are the Löwdin charges for atoms 1 to 4, given in e:
1 Ba 2.195
2 O -0.187
3 H 0.073
4 H 0.076

(2)
A cluster of 2 separate species, C2HN4 in total in a non-equilibrium geometry, computed with wB97M-V/def2-TZVPD.

XYZ file:
```
7
Properties=species:S:1:pos:R:3:forces:R:3
C -0.492751 1.483067 0.137920 -1.311 -0.295 0.352
C 0.546882 0.600843 0.091401 2.181 -0.323 -0.831
N -1.466925 2.097971 0.196725 0.310 0.054 -0.049
N -0.871256 -1.881766 -0.196558 -0.959 -0.436 0.268
N -1.788064 -2.431220 0.043474 0.830 0.410 -0.249
N 1.541444 0.053327 -0.094585 -2.261 1.265 0.646
H 2.530667 0.077778 -0.178375 1.210 -0.675 -0.138
```
Forces are in eV/Å.

Output
* relative energy (zero: lowest compared OMol25 entry of this formula, charge and spin): 38.8 kJ/mol
* HOMO energy: -18.79 eV
* max |F|: 2.7 eV/Å
* DFT total energy: -8040.36558 eV
* charge: +1
* HOMO-LUMO gap: 11.00 eV

Here are the Löwdin charges for atoms 1 to 4, given in e:
1 C -0.075
2 C 0.030
3 N 0.346
4 N 0.016

(3)
A structure of composition C7H9IN2 in a non-equilibrium geometry, computed with wB97M-V/def2-TZVPD.

XYZ file:
```
19
Properties=species:S:1:pos:R:3:forces:R:3
C -1.399836 0.192564 0.532295 0.223 -1.048 0.293
C -0.189625 -0.276210 0.202803 0.166 1.057 -1.359
C -1.046196 0.493423 -0.811703 1.443 -1.118 1.507
C 2.321447 0.083718 -1.479175 -2.122 2.222 -0.518
C -2.248708 0.229223 1.753228 2.399 2.113 0.691
C 1.204334 -0.736339 0.647799 0.414 0.293 -0.842
C 2.197347 0.464930 -0.058858 -2.443 -1.040 1.909
N -1.274543 1.062256 -1.897204 -0.724 0.523 -0.320
N 1.728831 0.743280 -2.390367 0.075 1.059 2.925
I 4.210558 0.408384 0.591625 0.120 0.198 0.605
H 2.866856 -0.775201 -1.677916 1.280 -1.740 -0.344
H -1.468737 -0.143771 2.565915 -2.354 1.042 -1.052
H -3.117696 -0.340360 1.656640 -1.143 -1.439 0.015
H -2.670141 1.294805 1.836237 1.008 -1.357 0.547
H 1.221993 -0.832543 1.808966 0.476 0.189 -2.161
H 1.520372 -1.726655 0.092052 -0.739 1.765 1.441
H 1.648633 1.447060 0.135346 1.244 -1.209 -0.467
H -0.478397 1.097745 -2.520940 0.196 -0.268 0.080
H 1.972594 0.383567 -3.243631 0.480 -1.243 -2.950
```
Forces are in eV/Å.

Output
* relative energy (zero: lowest compared OMol25 entry of this formula, charge and spin): 306.2 kJ/mol
* HOMO energy: -8.57 eV
* max |F|: 3.3 eV/Å
* DFT total energy: -18481.32838 eV
* HOMO-LUMO gap: 8.79 eV

Here are the Löwdin charges for atoms 1 to 4, given in e:
1 C -0.166
2 C -0.063
3 C -0.304
4 C -0.412